# 1
# C33H37CrN8O3

C33H37CrN8O3 as an isolated structure in a non-equilibrium geometry (ωB97M-V/def2-TZVPD, the OMol25 dataset).

Summary:
charge	+2
LUMO (spin up / spin down)	-0.18177 / -0.18174	hartree
largest force on an atom	0.059	Eh/bohr
calculated total energy	-81288.75648	eV
HOMO level (spin up / spin down)	-0.41754 / -0.41711	Ha
spin multiplicity	4
energy above the lowest of the compared OMol25 structures with the same formula, charge and spin	4.590	eV

Each line ends with the Mulliken spin population.
Element x y z (Å)
1 Cr -1.27521 1.71601 0.81865  3.16
2 O -0.10402 -1.43133 -4.10490  0.00
3 C 1.20136 -1.60889 -4.07031  0.00
4 C 1.89062 -2.25998 -5.14562  0.00
5 C 3.24117 -2.58396 -5.03424  0.00
6 C 4.02231 -2.11792 -3.92396  0.00
7 C 3.45118 -1.34741 -2.90263  0.00
8 C 2.02307 -1.16409 -2.91442  0.00
9 C 1.24739 -0.56722 -1.83541  -0.01
10 O 1.76028 -0.53193 -0.55109  0.01
11 N 0.02736 -0.12405 -2.10063  0.04
12 N -0.67096 0.83506 -1.37769  -0.07
13 C -1.19922 1.74532 -2.17687  0.01
14 C -1.54423 3.04263 -1.60127  -0.05
15 C -1.08692 4.06991 -2.42068  0.06
16 C -0.10345 4.98835 -1.94480  -0.03
17 C 0.35902 5.13175 -0.64762  0.05
18 C -0.17072 4.32960 0.58165  0.01
19 N -2.00100 3.06421 -0.38143  -0.05
20 H -0.27104 -0.73357 -3.11836  0.00
21 H 1.31026 -2.54945 -6.02732  0.00
22 H 3.77332 -3.11753 -5.80515  0.00
23 H 5.06843 -2.35400 -3.91585  0.00
24 H 3.98814 -0.93498 -2.03384  0.00
25 H -1.38780 1.52532 -3.24054  0.00
26 H -1.19017 4.01348 -3.46939  0.00
27 H 0.22906 5.79344 -2.61881  0.00
28 H 1.22909 5.80847 -0.46093  0.00
29 H 0.23857 4.99465 1.38720  0.00
30 C -2.68933 5.28336 0.46922  0.01
31 C -1.75554 4.12381 0.62833  -0.01
32 O 0.34473 3.03983 0.71551  -0.06
33 N -2.11880 3.30449 1.87481  -0.06
34 C -1.53167 3.55093 3.19738  0.01
35 C -0.64318 2.37749 3.62605  0.01
36 C 0.12776 2.37137 4.79684  -0.01
37 C 1.23925 1.53418 4.86819  0.01
38 C 1.46859 0.58476 3.83490  0.00
39 C 0.58314 0.60320 2.74118  0.06
40 N -0.52340 1.38532 2.72768  -0.05
41 H -3.13409 5.35099 -0.54552  0.00
42 H -2.27335 6.26303 0.71537  0.00
43 H -3.59323 5.22725 1.12617  0.00
44 H -3.13937 3.28428 1.88360  0.00
45 H -2.36806 3.69350 3.92510  0.00
46 H -0.98122 4.48233 3.20292  0.00
47 H -0.02184 3.16943 5.52805  0.00
48 H 1.93309 1.56201 5.69609  0.00
49 H 2.34911 -0.05819 3.95233  0.00
50 H 0.81245 0.03536 1.81206  -0.03
51 N -4.31973 -0.70942 2.40611  0.00
52 C -4.75169 -0.78236 1.06582  0.01
53 C -3.94254 0.08370 0.37734  0.03
54 N -3.01524 0.63643 1.23412  -0.09
55 C -3.29777 0.11941 2.44359  0.04
56 H -4.85833 -0.95107 3.23276  0.00
57 H -5.61004 -1.39880 0.78418  0.00
58 H -3.88113 0.37700 -0.64420  -0.01
59 H -2.79582 0.36689 3.34870  0.00
60 C 0.93473 -5.12832 -1.63162  0.00
61 N 0.05363 -4.55559 -0.57722  0.00
62 C -1.36964 -4.92602 -0.85049  0.00
63 C 0.15461 -3.09966 -0.34581  0.00
64 C 1.47449 -2.82727 0.38595  0.00
65 C 1.95033 -3.68673 1.40900  0.00
66 C 3.25259 -3.59511 1.96984  0.00
67 C 4.03306 -2.54132 1.49498  0.00
68 C 3.56841 -1.62126 0.54399  0.00
69 C 2.25989 -1.71781 0.06037  0.00
70 H 0.77870 -6.20770 -1.66467  0.00
71 H 1.96988 -4.94139 -1.39319  0.00
72 H 0.70252 -4.64896 -2.59255  0.00
73 H 0.36888 -5.01339 0.31714  0.00
74 H -1.66301 -4.56210 -1.86614  0.00
75 H -2.00981 -4.50315 -0.10622  0.00
76 H -1.42636 -5.99773 -0.88249  0.00
77 H -0.67859 -2.80674 0.27423  0.00
78 H 0.05415 -2.50734 -1.29331  0.00
79 H 1.22925 -4.37010 1.82311  0.00
80 H 3.53307 -4.17195 2.81940  0.00
81 H 5.01806 -2.37741 1.89684  0.00
82 H 4.14249 -0.73532 0.22044  0.00

=====

# 2
# C9H10

One molecule with the formula C9H10 in a non-equilibrium geometry (ωB97M-V/def2-TZVPD, the OMol25 dataset).

Summary:
LUMO	0.03279	hartree
largest force on an atom	0.067	Eh/bohr
SMILES	C#C/C=C\C[C@@H]1C=CC1
calculated total energy	-9489.95868	eV
HOMO level	-0.33117	Ha
energy above the lowest of the compared OMol25 structures with the same formula, charge and spin	3.464	eV

Each line ends with the natural charge from an NBO analysis.
Element x y z (Å)
1 C 3.30121 -1.06362 0.46005  -0.19
2 C 2.58863 -0.38799 -0.23619  -0.04
3 C 1.87461 0.64446 -0.81450  -0.32
4 C 0.76956 1.24226 -0.41360  -0.10
5 C 0.07562 0.94666 0.85219  -0.47
6 C -1.12682 -0.05997 0.74305  -0.22
7 C -0.84822 -1.26031 -0.09694  -0.19
8 C -1.99068 -1.14867 -0.77949  -0.19
9 C -2.35654 0.16116 -0.18981  -0.43
10 H 3.96026 -1.69765 0.87739  0.22
11 H 2.15953 0.90056 -1.79070  0.23
12 H 0.19287 1.88485 -1.19505  0.20
13 H 0.97601 0.58530 1.49204  0.23
14 H -0.28264 1.81378 1.55619  0.22
15 H -1.40858 -0.29706 1.84613  0.21
16 H 0.10815 -1.77928 -0.17554  0.22
17 H -2.36528 -1.83708 -1.51649  0.21
18 H -3.29155 0.32373 0.31989  0.20
19 H -2.33613 1.02888 -0.93862  0.21